14
Properties=species:S:1:pos:R:3:forces:R:3 method="wB97M-V/def2-TZVPD" total_charge=0 e_tot_ev=-12421.523 orbital_gap_ev=6.87 e_lumo_ev=-0.24 e_homo_ha=-0.262
Li 1.014 0.861 1.811 -1.0 -1.2 -0.1
Sr -1.417 0.916 0.016 -3.8 -0.3 -0.1
O -0.680 0.039 1.683 2.3 0.5 1.7
O -0.514 -1.208 -0.813 1.2 -0.9 0.5
O 1.476 -0.309 -0.247 0.3 -0.3 0.9
C 1.446 0.719 -1.362 -0.3 0.5 -0.4
C 0.315 1.706 -1.327 2.5 0.6 -1.2
C 0.548 -1.259 -0.176 -0.6 0.8 -1.7
H 2.428 1.173 -1.179 -0.1 -0.3 -0.1
H 1.479 0.098 -2.267 0.0 0.3 0.2
H -0.083 1.832 -2.346 0.0 0.0 0.3
H 0.680 2.681 -0.964 0.0 0.0 -0.3
O 1.050 -2.322 0.435 -0.3 0.0 0.3
H 0.342 -2.960 0.598 -0.1 0.2 0.0